Record 1
The following is a DFT calculation (ωB97M-V with the def2-TZVPD basis set) of a structure of composition C20H41N2OP3Pd.

For the gap between HOMO and LUMO (alpha / beta), the calculation gives 0.2712 / 0.1517 Eh. Its spin multiplicity is 5. The expectation value of S² is 6.04. The total energy is -57731.659 eV. The lowest unoccupied orbital energy (alpha / beta) comes out at -12.7 / -16.7 eV. The calculation puts the largest force on an atom at 0.0716 hartree/bohr. As for the charge: +4.

Geometry as XYZ:
```
68
Properties=species:S:1:pos:R:3:forces:R:3:nbo_charge:R:1
Pd 0.033297 -1.313652 -0.170631 -0.6821 0.9717 2.6819 0.58
P 1.531834 -1.288079 1.604275 1.8693 -0.4051 1.7235 1.05
P 1.247496 3.810983 -0.643360 0.2605 1.2273 0.0287 1.24
P -1.242739 -3.184240 0.099129 -0.8013 -2.4474 0.0985 1.08
H 2.789816 0.496587 -3.180342 -0.2254 -0.0440 0.1318 0.25
C 1.737417 0.314945 -3.404489 1.3842 -1.0269 -1.3315 -0.19
C 0.805921 1.287000 -3.401688 -1.5038 1.6922 -1.1580 -0.19
H 1.084622 2.346645 -3.421953 0.0017 -0.3116 0.6239 0.25
C 3.055068 -2.060513 0.970885 -0.2683 0.1266 -0.5236 -0.95
C 2.097776 0.299359 2.318056 -0.3622 0.3088 -0.2373 -0.94
C 1.213374 -2.272438 3.116533 -0.6530 -0.0053 -0.0310 -0.95
C 2.006690 5.394507 -1.081737 -0.0705 -0.0206 -0.3101 -0.95
C 0.660033 3.926030 1.060966 -0.0865 -0.1380 0.2435 -0.96
C 2.508672 2.533559 -0.803334 -0.0405 -0.2621 0.0625 -0.96
C -2.942610 -3.159116 -0.540055 -0.1121 0.6821 -0.1503 -0.96
C -1.427871 -4.060640 1.691696 0.1782 0.3312 0.3201 -0.95
C -0.346485 -4.382685 -0.940774 0.3224 0.4551 0.1618 -0.95
H 1.529078 -0.627576 -3.923080 0.0736 0.0998 0.3884 0.25
H -0.244433 1.137125 -3.667783 0.7643 -0.1093 -0.5415 0.23
H 3.654025 -2.435013 1.810286 -0.0744 0.1044 -0.2165 0.30
H 3.620426 -1.309552 0.408097 0.0386 -0.2471 0.0329 0.26
H 2.784861 -2.889038 0.304563 0.3002 0.0371 0.1439 0.26
H 2.964707 0.122424 2.976708 -0.2625 -0.1259 -0.2483 0.30
H 1.292151 0.750241 2.913874 0.1805 -0.1067 -0.1495 0.27
H 2.393591 0.998554 1.525566 0.0105 -0.2399 0.4010 0.23
H 2.168540 -2.690078 3.459252 -0.1856 0.1450 -0.0837 0.30
H 0.521052 -3.099286 2.930591 0.2979 0.1538 0.1288 0.25
H 0.803137 -1.639973 3.915604 0.1058 -0.1277 -0.2161 0.27
H 2.464965 5.845872 -0.187532 -0.1172 -0.1942 -0.3109 0.30
H 1.242780 6.075876 -1.487100 0.2534 -0.1608 0.1758 0.31
H 2.780144 5.225527 -1.848136 -0.2638 0.1487 0.2175 0.29
H 1.207690 4.744271 1.550470 -0.1542 -0.2662 -0.0759 0.31
H 0.831219 2.995013 1.616049 -0.0032 0.2166 -0.1576 0.26
H -0.411381 4.152381 1.101746 0.2207 0.0948 -0.1143 0.29
H 3.444853 2.984732 -0.448000 -0.0518 -0.3558 -0.1307 0.31
H 2.601509 2.189512 -1.843523 0.2453 0.4873 0.4496 0.25
H 2.248713 1.661013 -0.188695 0.1835 0.2987 -0.1637 0.22
H -3.548144 -3.859419 0.044961 0.0953 0.1169 -0.1614 0.30
H -2.975937 -3.437300 -1.599575 0.0345 0.0002 0.2554 0.27
H -3.348694 -2.148748 -0.424578 -0.1938 -0.2277 0.0193 0.26
H -2.263937 -4.766973 1.590701 0.2601 0.1327 -0.0150 0.30
H -1.668673 -3.375455 2.516966 -0.0248 -0.3164 -0.1979 0.24
H -0.514892 -4.620840 1.934223 -0.2628 0.1458 -0.0632 0.28
H -0.998412 -5.236793 -1.157642 0.1197 0.0736 -0.0048 0.31
H 0.556411 -4.716255 -0.410250 -0.2289 -0.0280 -0.2376 0.27
H -0.053223 -3.877051 -1.868400 -0.0346 -0.3781 -0.0348 0.24
C -1.660633 1.528856 -1.755343 0.1857 2.0099 0.0367 0.38
C -0.572411 0.589086 -1.392144 0.7386 0.5059 -1.9422 -0.31
C -0.583964 -0.670273 -2.105829 -0.6956 0.7796 -0.8815 -0.33
C -1.790407 -1.134983 -2.706989 0.0271 -0.0647 -0.3615 -0.15
C -2.948423 -0.362930 -2.609771 -0.2692 -0.9015 0.1341 -0.15
C -2.928994 0.885363 -2.001647 -0.5009 0.9720 -0.6435 -0.09
O -1.447702 2.766418 -1.987760 -0.8496 -3.4494 0.9710 -0.46
H 0.171479 3.502628 -1.518396 0.5494 0.1780 0.4686 0.07
H 0.371575 1.077988 -1.098345 -0.3626 -0.3818 0.0081 0.27
H 0.344881 -1.087273 -2.513351 -0.1772 -0.3208 0.6498 0.26
H -1.782787 -2.085041 -3.271364 -0.0288 0.6932 0.3055 0.28
H -3.891013 -0.747217 -3.018227 0.3498 0.2068 0.1053 0.29
H -3.824608 1.510109 -1.952003 0.1557 -0.2164 -0.0156 0.29
N -1.647699 -0.342900 2.775136 0.1846 0.3959 0.0009 -0.34
C -2.208147 0.645589 3.521535 0.2004 -0.4404 -0.3824 0.03
C -2.269327 1.760757 2.707413 -0.1451 0.2970 0.0143 -0.30
C -1.722617 1.371125 1.483723 0.4034 -0.2622 0.0627 -0.04
N -1.316241 0.097222 1.540985 0.0963 -0.6381 -0.6420 -0.33
H -1.451644 -1.305631 3.026779 -0.1635 0.4251 0.1169 0.43
H -2.501430 0.460105 4.547630 -0.0747 0.1276 -0.1566 0.28
H -2.663047 2.743294 2.932666 -0.0211 -0.2405 0.1600 0.28
H -1.571285 1.956232 0.576748 -0.1395 -0.1808 0.5681 0.21
```
Forces are in eV/Å.

Record 2
The following is a DFT calculation (ωB97M-V with the def2-TZVPD basis set) of a cluster of 2 separate species, C4H10O3 in total.

For the gap between HOMO and LUMO, the calculation gives 0.3904 Eh. Its SMILES is O=CCCCO.O. The total energy is -10451.712 eV. The lowest unoccupied orbital energy comes out at 0.7 eV. The calculation puts the largest force on an atom at 0.0417 hartree/bohr. As for the charge: 0.

Geometry as XYZ:
```
17
Properties=species:S:1:pos:R:3:forces:R:3:nbo_charge:R:1
O 3.955837 0.154607 -0.650478 -0.1613 0.0845 0.0083 -0.51
C 2.857229 -0.272347 -0.416654 -0.0988 -0.0636 0.1071 0.45
C 1.554782 0.503981 -0.553173 1.1304 -0.7491 0.5699 -0.51
C 0.582080 0.097725 0.570797 -0.0983 -0.0388 -1.3215 -0.42
C -0.698100 0.928949 0.488937 -0.2117 -1.4534 1.5590 -0.07
O -1.781817 0.045199 0.907437 0.3956 0.4201 -0.5769 -0.75
H 2.731306 -1.324209 -0.077123 0.0123 0.0035 -0.0361 0.10
H 1.850864 1.548600 -0.586313 -0.3598 0.2155 -0.1270 0.23
H 1.174890 0.144006 -1.516283 -0.2699 0.4366 -0.0189 0.23
H 0.316799 -0.939268 0.337685 -0.0717 0.0167 0.3549 0.22
H 1.034187 0.127340 1.563701 -0.0283 0.0875 -0.1105 0.21
H -0.870338 1.284676 -0.526833 -0.0012 0.3854 0.1997 0.18
H -0.623625 1.654382 1.297442 -0.0892 0.8733 -0.6849 0.18
H -2.624364 0.477633 0.719112 0.0528 0.0073 0.1801 0.48
O -3.416579 -1.363996 -0.766801 -0.4652 -0.4001 -0.1565 -0.96
H -2.543576 -0.964880 -0.654975 -0.1139 -0.4655 0.4246 0.48
H -3.499574 -2.102394 -0.136484 0.3783 0.6402 -0.3715 0.47
```
Forces are in eV/Å.

The records above yield ΔE to the lowest compared entry with this formula, charge and spin values of 2.900, 1.532 eV, respectively.